Entry from the Open Molecules 2025 dataset: a structure of composition C28H19Cl4N2O4Ta (ωB97M-V with the def2-TZVPD basis set).

Last column: Mulliken charge in e.
CARTESIAN COORDINATES (ANGSTROEM)
1 Ta 0.235 1.164 0.593  1.7143
2 Cl 2.807 0.775 6.847  -0.1325
3 C 2.620 0.716 5.153  0.3192
4 C 3.708 0.356 4.338  0.4156
5 Cl 5.215 -0.022 5.044  -0.1388
6 C 3.574 0.303 2.948  -0.0575
7 Cl 4.864 -0.126 1.909  -0.1552
8 C 2.340 0.615 2.416  -0.1871
9 O 2.006 0.616 1.086  0.0477
10 C 1.271 0.975 3.219  0.5586
11 O 0.150 1.223 2.479  -0.7550
12 C 1.378 1.030 4.594  -0.0197
13 Cl 0.022 1.475 5.531  -0.1542
14 N -1.304 -0.299 0.754  -0.6721
15 C -2.238 -0.945 0.960  1.1201
16 C -3.379 -1.732 1.210  0.1791
17 C -3.472 -2.432 2.421  -0.4647
18 C -4.602 -3.186 2.660  -0.7112
19 C -5.619 -3.233 1.711  -0.3231
20 C -5.522 -2.532 0.513  -0.7279
21 C -4.400 -1.774 0.249  -0.3614
22 H -2.674 -2.377 3.150  0.4901
23 H -4.698 -3.735 3.587  0.4307
24 H -6.504 -3.823 1.910  0.4289
25 H -6.325 -2.576 -0.209  0.4244
26 H -4.309 -1.213 -0.671  0.4772
27 C 1.208 -3.584 -1.140  -1.6731
28 C 0.591 -2.263 -1.495  1.4555
29 C -0.696 -2.214 -2.019  -1.0605
30 C -1.273 -1.021 -2.439  -1.1992
31 C -0.591 0.163 -2.271  -0.6144
32 C 0.693 0.136 -1.702  0.1550
33 N 1.327 1.411 -1.403  0.0004
34 C 1.092 2.562 -2.292  -0.1432
35 C 1.716 2.666 -3.517  -0.4876
36 C 1.465 3.791 -4.295  -0.8318
37 C 0.602 4.784 -3.854  -0.5314
38 C -0.033 4.678 -2.622  -0.8992
39 C 0.227 3.566 -1.846  0.3470
40 C -0.314 3.172 -0.529  1.3173
41 O -1.281 2.353 -0.439  -0.5135
42 O 0.457 3.204 0.506  -0.5743
43 C 1.337 -1.076 -1.364  1.2315
44 C 2.792 -1.184 -1.009  -1.9522
45 H 0.477 -4.385 -1.216  0.4401
46 H 1.611 -3.580 -0.126  0.3414
47 H 2.035 -3.823 -1.811  0.3669
48 H -1.242 -3.141 -2.145  0.4775
49 H -2.250 -1.020 -2.904  0.5385
50 H -1.022 1.101 -2.592  0.4416
51 H 2.325 1.294 -1.239  0.3713
52 H 2.385 1.889 -3.866  0.5232
53 H 1.950 3.890 -5.257  0.4353
54 H 0.420 5.651 -4.474  0.4531
55 H -0.705 5.450 -2.274  0.5305
56 H 3.341 -0.245 -1.014  0.3683
57 H 3.275 -1.843 -1.732  0.5132
58 H 2.936 -1.625 -0.023  0.4270

The value obtained for the energy above the lowest of the compared OMol25 structures with the same formula, charge and spin is 0.0 kJ/mol. The HOMO energy comes out at -13.8295 eV. The net charge is +2.

---

Entry from the Open Molecules 2025 dataset: a structure of composition C24H34BrIN7O6PS2V (ωB97M-V with the def2-TZVPD basis set).

Last column: Mulliken charge in e.
CARTESIAN COORDINATES (ANGSTROEM)
1 V -0.017 0.286 1.015  -1.0325
2 C -4.141 -2.792 -1.366  -1.5623
3 C -3.258 -2.055 -0.405  0.4287
4 C -3.523 -2.054 0.982  -0.5728
5 C -2.733 -1.373 1.896  -0.8290
6 C -1.676 -0.722 1.296  1.5882
7 Br -0.267 0.436 3.389  -0.1738
8 N -1.419 -0.712 0.047  0.4031
9 C -2.164 -1.345 -0.874  -0.2659
10 H -4.647 -3.623 -0.879  0.4484
11 H -3.567 -3.177 -2.208  0.3464
12 H -4.905 -2.120 -1.762  0.3355
13 H -4.378 -2.613 1.343  0.5506
14 H -2.916 -1.363 2.959  0.5690
15 H -1.888 -1.278 -1.915  0.5936
16 O 3.255 -1.442 1.597  -0.5178
17 C 2.170 -1.854 1.351  0.0216
18 O 1.173 -0.921 1.008  0.8356
19 C 1.693 -3.247 1.343  0.2566
20 C 2.496 -4.204 1.961  -1.0304
21 C 2.099 -5.530 1.964  -0.6414
22 C 0.911 -5.859 1.338  -0.1971
23 C 0.105 -4.931 0.707  -1.0160
24 C 0.503 -3.608 0.716  0.3153
25 N 0.477 -7.281 1.335  1.0386
26 O 1.232 -8.087 1.824  -0.5884
27 O -0.606 -7.521 0.845  -0.5915
28 H 3.419 -3.904 2.439  0.5522
29 H 2.688 -6.301 2.438  0.5628
30 H -0.801 -5.257 0.217  0.6328
31 H -0.090 -2.867 0.200  0.5761
32 C -3.208 3.556 -4.702  -0.7817
33 O -1.960 2.891 -4.370  -0.3028
34 C -1.927 2.133 -3.322  0.4397
35 S -3.118 1.879 -2.183  -0.1165
36 S -0.553 1.281 -2.872  -0.0726
37 H -2.994 4.119 -5.603  0.2688
38 H -3.500 4.217 -3.889  0.3612
39 H -3.977 2.809 -4.887  0.3762
40 C 1.980 4.652 -0.580  -1.0297
41 N 0.711 3.925 -0.454  0.6822
42 C -0.400 4.524 -1.211  -1.0965
43 P 0.317 3.009 0.818  0.5773
44 O -0.757 1.954 0.442  -0.7624
45 N 1.590 1.907 1.117  0.1743
46 C 2.351 1.496 -0.103  -1.0915
47 C 2.481 2.074 2.286  -1.0294
48 N -0.160 3.814 2.126  0.5479
49 C 0.601 4.989 2.572  -1.0880
50 C -1.417 3.596 2.854  -1.0099
51 H 2.345 4.560 -1.603  0.2886
52 H 2.734 4.252 0.095  0.4062
53 H 1.840 5.709 -0.348  0.3360
54 H -0.121 4.552 -2.264  0.4187
55 H -0.608 5.539 -0.864  0.2700
56 H -1.297 3.913 -1.112  0.2154
57 H 1.675 1.352 -0.949  0.3649
58 H 2.866 0.564 0.108  0.2367
59 H 3.088 2.250 -0.373  0.4910
60 H 1.905 2.389 3.151  0.4129
61 H 3.259 2.807 2.065  0.2844
62 H 2.948 1.114 2.497  0.2209
63 H 1.530 5.094 2.014  0.2656
64 H 0.853 4.879 3.627  0.3842
65 H 0.009 5.895 2.441  0.3722
66 H -1.959 2.754 2.436  0.2253
67 H -2.033 4.492 2.768  0.3423
68 H -1.209 3.402 3.905  0.3207
69 I -0.273 -4.597 -3.516  0.1555
70 C 1.200 -3.433 -2.678  -0.7824
71 C 2.437 -3.818 -2.220  -0.3064
72 N 3.000 -2.712 -1.691  0.0681
73 N 2.214 -1.627 -1.779  -0.2973
74 C 1.124 -2.060 -2.392  -0.0341
75 H 2.940 -4.770 -2.234  0.5036
76 H 3.919 -2.629 -1.289  0.2231
77 H 0.328 -1.374 -2.636  0.5307

The value obtained for the energy above the lowest of the compared OMol25 structures with the same formula, charge and spin is 283.7 kJ/mol. As for the spin multiplicity: 2. Its expectation value of S² is 0.757. The HOMO energy (alpha / beta) comes out at -13.2927 / -13.2926 eV. The net charge is +2.

---

Entry from the Open Molecules 2025 dataset: an isolated molecule of C21H18N2OS2 at a distorted geometry (ωB97M-V with the def2-TZVPD basis set).

Last column: Mulliken charge in e.
CARTESIAN COORDINATES (ANGSTROEM)
1 C -1.586 -2.354 1.332  -1.2386
2 N -1.757 -1.021 1.926  0.4020
3 C -2.977 -0.259 1.581  -1.4138
4 C -2.604 1.057 0.970  1.2681
5 O -3.781 1.823 0.769  -0.6070
6 C -1.894 0.779 -0.336  -0.0156
7 C -2.628 0.368 -1.460  -0.8820
8 C -1.998 0.102 -2.686  -0.7634
9 C -0.630 0.169 -2.747  0.9550
10 C 0.096 0.523 -1.620  -0.0958
11 C -0.506 0.819 -0.417  -0.4090
12 N 1.463 0.455 -1.518  -0.0850
13 C 2.353 0.303 -2.620  0.3014
14 C 3.742 0.439 -2.408  -0.5832
15 C 4.631 0.324 -3.446  -0.6263
16 C 4.163 0.106 -4.734  -0.6118
17 C 2.809 -0.062 -4.944  -0.4080
18 C 1.899 0.028 -3.911  0.4470
19 S 0.182 -0.256 -4.248  -0.4664
20 S -1.597 2.037 2.200  -0.3535
21 C -0.706 0.826 3.114  0.7640
22 C 0.235 1.284 4.061  -0.7668
23 C 0.947 0.363 4.840  -0.6219
24 C 0.730 -1.009 4.672  -0.6863
25 C -0.169 -1.446 3.707  -0.4814
26 C -0.882 -0.566 2.916  0.1842
27 H -0.522 -2.578 1.190  0.3707
28 H -2.102 -2.334 0.358  0.3740
29 H -2.010 -3.124 1.995  0.3404
30 H -3.588 -0.092 2.467  0.3221
31 H -3.610 -0.829 0.908  0.5406
32 H -3.524 2.755 0.698  0.4238
33 H -3.732 0.302 -1.320  0.3486
34 H -2.606 -0.231 -3.565  0.3350
35 H 0.131 0.955 0.422  0.5129
36 H 1.851 0.599 -0.580  0.1716
37 H 4.100 0.610 -1.446  0.4467
38 H 5.698 0.435 -3.291  0.3612
39 H 4.871 0.063 -5.560  0.3612
40 H 2.409 -0.242 -5.951  0.3366
41 H 0.430 2.344 4.186  0.3729
42 H 1.640 0.749 5.572  0.3748
43 H 1.278 -1.690 5.312  0.3782
44 H -0.251 -2.520 3.614  0.4228

The value obtained for the energy above the lowest of the compared OMol25 structures with the same formula, charge and spin is 0.0 kJ/mol. As for the SMILES: CN1C[C@](O)(c2ccc3c(c2)Nc2ccccc2S3)Sc2ccccc21. The HOMO energy comes out at -7.0606 eV. The net charge is 0.

---

Entry from the Open Molecules 2025 dataset: a structure of composition C46H56BrFGaNO2PSi at a distorted geometry (ωB97M-V with the def2-TZVPD basis set).

Last column: Mulliken charge in e.
CARTESIAN COORDINATES (ANGSTROEM)
1 Ga -0.839 -0.177 0.429  2.0925
2 C 2.034 -3.536 -3.136  -1.3761
3 C 3.485 -3.249 -3.407  0.4787
4 C 4.168 -3.992 -4.363  -0.7978
5 C 5.508 -3.763 -4.631  -0.6648
6 C 6.173 -2.755 -3.954  -0.9123
7 C 5.501 -1.995 -3.008  -0.1363
8 C 4.161 -2.233 -2.704  0.4918
9 P 3.184 -1.398 -1.355  0.5548
10 C 4.539 -0.357 -0.627  0.9247
11 C 5.537 -1.175 -0.077  -1.1897
12 C 6.635 -0.670 0.586  -0.7834
13 C 6.761 0.703 0.732  -0.7704
14 C 5.775 1.525 0.226  -0.5819
15 C 4.647 1.032 -0.439  0.9335
16 C 3.643 2.066 -0.880  -1.4271
17 C 2.282 -0.230 -2.462  0.6831
18 C 3.065 0.426 -3.416  -0.4360
19 C 2.558 1.429 -4.219  -0.7130
20 C 1.229 1.789 -4.075  -0.9740
21 C 0.421 1.100 -3.196  -0.1971
22 C 0.890 0.057 -2.376  -0.0191
23 C -0.151 -0.657 -1.581  -0.7688
24 H 1.723 -4.475 -3.594  0.4637
25 H 1.407 -2.734 -3.535  0.2826
26 H 1.855 -3.586 -2.061  0.2230
27 H 3.642 -4.773 -4.901  0.3860
28 H 6.027 -4.368 -5.364  0.3625
29 H 7.218 -2.558 -4.163  0.4196
30 H 6.043 -1.213 -2.496  0.4511
31 H 5.421 -2.249 -0.162  0.4774
32 H 7.386 -1.335 0.992  0.4392
33 H 7.620 1.131 1.235  0.3793
34 H 5.861 2.599 0.358  0.3758
35 H 3.725 2.948 -0.243  0.5405
36 H 2.625 1.693 -0.838  -0.1945
37 H 3.840 2.381 -1.903  0.3664
38 H 4.107 0.145 -3.510  0.3968
39 H 3.195 1.921 -4.944  0.3855
40 H 0.816 2.598 -4.666  0.4047
41 H -0.630 1.356 -3.131  0.4030
42 H 0.170 -1.682 -1.382  0.2193
43 H -1.060 -0.676 -2.185  0.3517
44 Br -0.501 4.175 0.476  -0.1621
45 C 0.337 3.195 1.868  -0.2434
46 C 0.959 3.903 2.882  -0.6913
47 C 1.702 3.183 3.806  -0.6916
48 C 1.852 1.821 3.622  -0.6643
49 C 1.198 1.216 2.558  0.2352
50 N 0.396 1.887 1.723  0.4676
51 C 1.577 -0.210 2.140  0.8053
52 O 2.378 -0.818 2.830  -0.8301
53 O 1.065 -0.570 1.025  -0.8709
54 H 0.882 4.980 2.917  0.4801
55 H 2.204 3.694 4.617  0.4409
56 H 2.492 1.201 4.232  0.5705
57 C -6.103 -0.666 -0.067  -1.8649
58 C -4.672 -0.931 0.419  2.8608
59 C -4.814 -1.486 1.845  -1.7588
60 C -4.058 -2.048 -0.452  -1.5900
61 Si -3.479 0.668 0.329  -3.6568
62 C -3.800 1.549 -1.420  3.1215
63 C -5.098 2.359 -1.541  -1.7290
64 C -3.818 0.495 -2.533  -2.0190
65 C -2.617 2.486 -1.697  -1.7392
66 C -3.963 1.919 1.787  3.0201
67 C -3.458 3.327 1.469  -1.0269
68 C -3.221 1.480 3.056  -1.5687
69 C -5.462 2.028 2.086  -1.9226
70 H -6.687 -1.592 -0.012  0.5610
71 H -6.137 -0.321 -1.098  0.3642
72 H -6.602 0.076 0.558  0.2711
73 H -5.515 -2.329 1.837  0.6671
74 H -5.210 -0.740 2.534  0.2117
75 H -3.869 -1.847 2.239  0.2596
76 H -4.351 -3.035 -0.081  0.4794
77 H -2.967 -2.004 -0.454  0.1105
78 H -4.389 -1.971 -1.488  0.3896
79 H -5.981 1.752 -1.342  0.2846
80 H -5.187 2.755 -2.560  0.5258
81 H -5.112 3.210 -0.861  0.3052
82 H -4.712 -0.125 -2.484  0.4237
83 H -2.947 -0.160 -2.471  0.2965
84 H -3.816 0.981 -3.515  0.6072
85 H -2.723 3.430 -1.162  0.3623
86 H -2.548 2.718 -2.766  0.5304
87 H -1.676 2.031 -1.382  -0.2056
88 H -2.400 3.301 1.221  -0.8909
89 H -3.588 3.980 2.340  0.5964
90 H -3.999 3.782 0.641  0.3638
91 H -2.150 1.395 2.853  0.0306
92 H -3.574 0.518 3.432  0.2736
93 H -3.354 2.220 3.855  0.6288
94 H -6.019 2.317 1.193  0.2944
95 H -5.632 2.795 2.852  0.5057
96 H -5.877 1.094 2.463  0.3624
97 F 2.416 -3.570 5.605  -0.3986
98 C 1.502 -3.067 4.730  0.5523
99 C 0.819 -1.916 5.055  -0.8177
100 C -0.118 -1.420 4.162  0.0629
101 C -0.390 -2.069 2.955  -0.7758
102 C -1.376 -1.536 2.002  0.2095
103 C 0.331 -3.233 2.669  -0.0389
104 C 1.272 -3.737 3.546  -0.8212
105 H 1.036 -1.407 5.985  0.4193
106 H -0.632 -0.492 4.393  0.3406
107 H -2.147 -0.970 2.521  -0.3699
108 H -1.847 -2.351 1.445  0.7709
109 H 0.153 -3.726 1.721  0.3202
110 H 1.831 -4.635 3.317  0.4199

The value obtained for the energy above the lowest of the compared OMol25 structures with the same formula, charge and spin is 189.9 kJ/mol. The HOMO energy comes out at -4.1012 eV. The net charge is -1.

---

Entry from the Open Molecules 2025 dataset: a cluster of 2 separate species, C5H9NO in total at a distorted geometry (ωB97M-V with the def2-TZVPD basis set).

Last column: Mulliken charge in e.
CARTESIAN COORDINATES (ANGSTROEM)
1 C 2.088 -0.198 -0.042  0.4925
2 C -0.487 -1.546 0.690  -0.8434
3 C -0.645 -1.313 -0.823  -0.7803
4 C -0.121 -0.287 0.080  0.8988
5 C -0.687 1.079 0.315  -1.3127
6 N 2.412 1.033 0.293  -0.4084
7 O 2.698 -1.215 -0.081  -0.5122
8 H -1.404 -1.319 1.321  0.2005
9 H 0.164 -2.263 1.136  0.2488
10 H 0.118 -1.982 -1.451  0.1879
11 H -1.578 -1.229 -1.166  0.3641
12 H -1.564 0.896 0.884  0.4288
13 H -0.906 1.659 -0.567  0.2440
14 H 0.145 1.565 0.873  0.3174
15 H 1.628 1.713 0.013  0.2047
16 H 3.305 1.533 0.254  0.2694

The value obtained for the energy above the lowest of the compared OMol25 structures with the same formula, charge and spin is 402.8 kJ/mol. The HOMO energy comes out at -8.0385 eV. The net charge is 0.

---

Entry from the Open Molecules 2025 dataset: a structure of composition C5H9N2O2 at a distorted geometry (ωB97M-V with the def2-TZVPD basis set).

Last column: Mulliken charge in e.
CARTESIAN COORDINATES (ANGSTROEM)
1 C -0.380 -0.127 -0.032  -0.0029
2 C 1.607 -0.547 -0.195  0.7576
3 C -2.619 -0.801 -0.247  -0.3108
4 C -2.453 0.622 0.310  -0.5527
5 C 3.578 0.719 0.044  -0.6969
6 N -1.157 -1.115 -0.370  -0.1058
7 N -1.046 0.960 0.205  -0.1503
8 O 1.808 -1.679 0.079  -0.3736
9 O 2.147 0.612 -0.159  -0.2469
10 H -3.083 -1.761 0.248  0.3150
11 H -2.949 -0.678 -1.339  0.2480
12 H -3.035 1.275 -0.293  0.3113
13 H -2.763 0.739 1.345  0.3120
14 H 3.838 0.402 1.005  0.3519
15 H 3.850 1.669 -0.185  0.2701
16 H 4.054 -0.010 -0.567  0.3468
17 H -0.927 -2.058 -0.497  0.2062
18 H -0.471 1.777 0.647  0.3210

The value obtained for the energy above the lowest of the compared OMol25 structures with the same formula, charge and spin is 360.5 kJ/mol. The HOMO energy comes out at -14.0401 eV. The net charge is +1.